95
Properties=species:S:1:pos:R:3:forces:R:3 method="wB97M-V/def2-TZVPD" molar_mass_g_mol=873.26 de_lowest_kcal_mol=35.95 total_charge=+2 homo_energy_ev="-12.428 / -12.428"
C -0.456 5.827 -4.892 -0.2 -0.3 0.0
C -0.639 4.569 -5.512 0.0 0.7 -1.2
C -0.970 4.561 -6.879 -0.2 -0.4 0.3
C -1.201 5.769 -7.531 0.1 -0.2 -0.1
N -1.069 6.941 -6.921 0.0 0.3 0.0
C -0.691 6.988 -5.644 0.1 -0.8 -0.1
C -0.634 3.329 -4.763 -0.5 -0.6 4.4
C -0.765 2.756 -3.610 0.0 3.7 -2.0
C -1.257 2.387 -2.316 -0.1 -0.8 -0.3
C -0.377 1.946 -1.310 0.2 -0.3 -0.4
C -0.860 1.177 -0.266 -0.1 0.1 0.0
C -2.229 0.904 -0.153 0.5 0.4 -0.9
C -3.126 1.451 -1.077 -0.1 0.1 -0.2
C -2.651 2.182 -2.152 0.0 0.1 -0.3
Hg -0.863 1.115 -5.166 0.1 -1.4 -1.2
P 1.902 -1.720 -0.801 0.0 0.2 0.1
H -1.115 3.612 -7.402 0.1 0.3 0.1
H -0.193 5.900 -3.842 0.0 0.0 -0.1
H -1.512 5.782 -8.587 0.2 0.0 0.6
H -0.583 7.980 -5.199 0.0 -0.4 -0.1
H -3.359 2.588 -2.890 0.4 -0.3 0.3
H 0.699 2.128 -1.416 -0.5 -0.2 0.1
H -4.194 1.261 -1.020 0.1 0.0 0.2
H -0.155 0.764 0.436 0.0 0.0 0.3
C 2.245 -3.169 0.315 -0.6 0.0 0.1
C 3.281 -4.203 -0.107 0.2 -0.2 0.2
H 1.264 -3.663 0.412 0.3 0.0 0.2
H 2.484 -2.753 1.303 -0.1 -0.1 -0.2
H 3.340 -4.991 0.653 -0.1 0.1 -0.1
H 3.014 -4.689 -1.053 0.1 0.1 0.1
H 4.291 -3.783 -0.191 -0.2 0.0 -0.1
C 2.965 -2.049 -2.266 0.1 -0.5 -0.2
C 3.584 -0.834 -2.954 0.2 0.1 -0.3
H 2.310 -2.582 -2.971 0.2 0.1 0.1
H 3.757 -2.761 -2.003 -0.2 0.2 -0.1
H 3.577 -0.988 -4.040 0.0 0.2 0.2
H 3.059 0.102 -2.732 0.1 -0.1 -0.1
H 4.640 -0.717 -2.671 -0.4 0.1 0.0
C 2.780 -0.348 0.056 -0.2 0.0 -0.1
C 4.244 -0.616 0.369 0.3 0.3 0.2
H 2.209 -0.135 0.975 0.1 0.0 -0.2
H 2.672 0.539 -0.584 0.0 -0.1 0.2
H 4.688 0.270 0.836 0.0 -0.1 0.0
H 4.369 -1.441 1.077 0.0 0.1 -0.2
H 4.836 -0.824 -0.527 -0.2 -0.1 0.2
Br -2.828 -0.296 1.127 -0.1 0.2 0.7
P -2.402 -3.084 -2.730 1.6 1.4 2.3
C -0.609 -3.461 -2.532 0.0 -0.5 -0.8
C -0.302 -4.880 -3.019 0.3 -0.5 -0.1
H -0.324 -3.374 -1.468 -0.4 0.3 -0.4
H -0.035 -2.713 -3.093 -0.2 -0.1 0.0
H 0.775 -4.991 -3.189 -0.3 0.0 0.0
H -0.594 -5.619 -2.262 0.0 0.1 -0.2
H -0.833 -5.128 -3.947 0.3 0.1 0.2
C -2.898 -2.959 -0.960 -0.5 -0.6 0.1
C -4.239 -3.608 -0.624 -0.3 0.0 0.1
H -2.916 -1.890 -0.708 0.0 -0.2 -0.4
H -2.106 -3.402 -0.342 -0.1 0.0 -0.4
H -4.406 -3.586 0.460 0.0 0.0 -0.3
H -5.062 -3.079 -1.112 0.0 -0.1 0.1
H -4.263 -4.654 -0.946 0.0 0.2 0.1
C -2.535 -1.389 -3.412 -0.7 -0.3 -0.5
C -2.921 -1.530 -4.895 0.1 0.1 -0.2
H -1.575 -0.875 -3.248 -0.1 -0.2 0.1
H -3.316 -0.837 -2.868 0.2 -0.3 -0.1
H -3.251 -0.573 -5.316 0.0 -0.2 0.0
H -2.079 -1.887 -5.501 -0.2 0.0 0.1
H -3.745 -2.250 -5.004 0.2 0.3 -0.1
C 2.867 0.579 8.363 0.1 0.1 0.1
C 1.527 -0.072 8.076 -0.1 0.1 0.3
N 0.990 0.222 6.740 -0.6 0.3 -0.3
C 0.082 -0.823 6.195 0.6 0.1 -0.3
C -1.404 -0.526 6.296 -0.1 0.0 0.1
C 0.757 1.553 6.441 0.3 -0.1 0.8
O 0.997 2.455 7.240 -0.3 -0.6 -0.8
C 0.208 1.902 5.076 0.1 0.2 -0.2
C -0.641 3.020 4.999 0.0 -0.3 -0.8
C -1.127 3.395 3.742 0.5 -0.6 -0.2
C -0.698 2.652 2.621 -0.4 0.4 0.8
N 0.114 1.601 2.691 0.4 -0.1 0.1
C 0.586 1.239 3.896 -0.6 0.6 0.4
H 3.581 0.390 7.553 -0.1 0.0 0.1
H 3.271 0.153 9.286 0.0 0.1 -0.1
H 2.740 1.654 8.502 0.2 -0.2 -0.1
H 1.627 -1.163 8.138 -0.1 0.3 0.0
H 0.803 0.262 8.839 0.1 -0.2 -0.1
H 0.358 -1.002 5.147 -0.2 -0.2 0.3
H 0.316 -1.735 6.755 -0.1 0.2 -0.2
H -1.709 0.278 5.619 0.0 -0.1 0.2
H -1.956 -1.424 6.004 0.0 0.1 0.1
H -1.688 -0.266 7.321 0.0 0.0 -0.2
H -0.892 3.570 5.901 0.0 -0.1 -0.1
H -1.813 4.226 3.604 0.2 -0.1 0.1
H -1.039 2.949 1.625 0.1 -0.1 0.3
H 1.297 0.412 3.935 -0.2 0.2 -0.1

=====

93
Properties=species:S:1:pos:R:3:forces:R:3 method="wB97M-V/def2-TZVPD" molar_mass_g_mol=970.83 de_lowest_kcal_mol=69.47 total_charge=+3 homo_energy_ev="-15.435 / -15.395"
Tl 1.609 -0.165 0.220 -0.8 -0.8 0.9
P -2.099 -1.276 1.217 -0.2 -0.4 0.4
P 0.156 1.015 2.714 0.9 1.1 0.3
P 0.477 -2.670 -0.971 1.1 -0.5 -0.8
H 8.095 -0.908 2.944 0.6 0.3 -0.4
C 8.369 -1.082 1.892 0.4 1.0 -0.4
C 8.148 -0.145 0.948 0.5 -0.6 0.5
H 7.943 0.903 1.226 -0.4 -0.7 -0.1
C -2.288 -2.561 2.542 0.0 0.2 -0.2
C -3.428 -0.144 1.853 -0.1 -0.2 -0.1
C -3.093 -2.170 -0.068 -0.1 0.1 0.1
C 1.786 1.709 3.270 0.0 0.0 -0.2
C -0.842 2.563 2.680 -0.2 -0.2 -0.5
C -0.380 0.311 4.336 -0.1 -0.7 -0.5
C 2.220 -3.035 -1.497 -0.1 0.3 -0.1
C -0.379 -2.799 -2.590 -0.3 0.6 0.1
C 0.101 -4.325 -0.246 -0.3 0.4 0.6
H 8.860 -2.044 1.713 -0.5 0.2 -0.3
H 8.210 -0.378 -0.126 0.5 0.2 0.6
H -3.368 -2.727 2.658 0.3 -0.2 0.2
H -1.852 -2.219 3.489 -0.2 -0.1 -0.2
H -1.790 -3.495 2.252 -0.1 0.2 0.1
H -4.263 -0.811 2.112 0.0 0.4 0.1
H -3.780 0.574 1.096 0.2 -0.2 0.3
H -3.103 0.410 2.747 -0.1 -0.2 -0.3
H -4.122 -2.211 0.319 0.2 -0.2 -0.3
H -2.718 -3.192 -0.221 -0.2 0.3 0.1
H -3.089 -1.662 -1.042 0.0 -0.1 0.2
H 1.612 2.513 4.005 0.1 -0.4 -0.2
H 2.330 2.133 2.411 -0.1 0.0 0.3
H 2.417 0.927 3.717 -0.2 0.2 -0.1
H -0.934 2.959 3.701 0.1 -0.1 -0.3
H -1.841 2.356 2.277 0.1 0.1 0.1
H -0.370 3.308 2.028 -0.1 -0.1 0.2
H -0.262 1.096 5.097 0.0 -0.2 -0.3
H 0.254 -0.554 4.572 -0.2 0.3 0.1
H -1.425 -0.024 4.304 0.3 0.1 0.0
H 2.184 -3.802 -2.287 0.2 0.2 0.3
H 2.835 -3.390 -0.655 -0.3 0.1 -0.3
H 2.681 -2.122 -1.909 0.0 -0.4 0.0
H -0.096 -3.750 -3.062 -0.1 0.2 0.1
H -0.092 -1.957 -3.231 0.1 -0.2 0.0
H -1.469 -2.748 -2.475 0.2 -0.1 0.1
H 0.393 -5.096 -0.974 0.0 0.3 0.2
H -0.968 -4.419 -0.019 0.3 -0.1 0.0
H 0.671 -4.447 0.687 -0.2 -0.1 -0.4
C 3.301 -2.411 2.601 -0.2 0.2 0.4
C 4.191 -1.422 2.140 0.5 -0.6 -0.4
C 5.547 -1.689 2.170 -0.7 0.9 -0.3
C 6.087 -2.788 2.839 -0.7 -0.3 0.1
C 5.205 -3.720 3.410 -0.2 0.1 0.0
C 3.826 -3.537 3.290 0.1 -0.3 0.0
Se 1.470 -2.232 2.287 0.9 0.3 -0.1
H 3.034 0.690 -0.499 -1.1 -0.5 0.4
H 3.842 -0.482 1.699 0.2 -0.4 0.2
H 6.185 -0.994 1.643 0.0 -0.1 0.4
H 7.171 -2.896 2.914 -0.5 -0.2 -0.1
H 5.620 -4.581 3.932 -0.3 0.2 -0.1
H 3.112 -4.253 3.702 0.4 0.1 -0.1
C -6.408 2.887 -0.764 0.2 0.4 0.1
C -6.199 1.554 -1.144 0.8 -0.8 -0.1
C -4.892 1.076 -1.321 -1.0 0.1 -0.2
C -3.797 1.925 -1.120 0.7 -0.7 -0.5
C -4.007 3.252 -0.734 -0.6 1.1 0.0
C -5.312 3.739 -0.567 0.6 -0.2 0.2
Sb -1.755 1.175 -1.411 0.3 0.8 0.5
C -1.823 0.614 -3.523 -0.2 0.2 0.0
C -0.640 0.688 -4.262 0.5 0.2 -0.9
C -0.592 0.156 -5.559 0.3 0.2 0.8
C -1.738 -0.422 -6.125 -0.3 -0.1 0.1
C -2.938 -0.438 -5.399 -0.1 0.0 0.5
C -2.986 0.108 -4.108 -0.5 -0.2 -0.8
C -0.830 3.132 -1.653 -0.1 -0.9 0.0
C -1.324 4.058 -2.575 0.0 0.7 -0.1
C -0.786 5.354 -2.608 0.1 -0.1 0.0
C 0.251 5.718 -1.741 -0.3 -0.2 -0.1
C 0.754 4.778 -0.834 0.1 -0.4 0.0
C 0.243 3.473 -0.819 0.0 0.5 -0.1
H -7.425 3.258 -0.617 0.3 -0.1 -0.1
H -7.040 0.872 -1.300 0.3 0.3 0.1
H -4.743 0.037 -1.622 -0.1 0.3 0.1
H -3.157 3.920 -0.580 -0.3 -0.2 0.0
H -5.458 4.782 -0.276 0.0 -0.4 -0.1
H 0.251 1.167 -3.849 -0.2 -0.1 -0.1
H 0.345 0.186 -6.118 -0.3 0.0 0.2
H -1.697 -0.858 -7.127 0.0 0.3 0.3
H -3.841 -0.875 -5.833 0.3 0.2 0.1
H -3.931 0.150 -3.568 0.2 -0.1 -0.3
H -2.138 3.798 -3.258 0.3 0.1 0.2
H -1.183 6.083 -3.313 0.1 -0.2 0.1
H 0.673 6.725 -1.775 -0.2 -0.3 0.0
H 1.550 5.062 -0.141 -0.2 -0.1 -0.3
H 0.682 2.732 -0.142 -0.2 0.2 -0.1